Model i:
This record from OMol25 describes a cluster of 2 separate species, C2H8N4O2 in total. The level of theory is ωB97M-V/def2-TZVPD.

```
! wB97M-V def2-TZVPD RIJCOSX def2/J DEFGRID3
* xyz 0 1
C 1.42 -1.41 0.11
C 0.13 -1.18 -0.66
N -0.66 -0.17 -0.02
N -1.81 -0.12 -0.50
O -2.32 -0.77 -1.39
O -2.55 0.85 0.11
H 1.75 -2.35 -0.27
H 2.17 -0.67 -0.02
H 1.30 -1.57 1.15
H 0.33 -0.88 -1.72
H -0.44 -2.22 -0.62
H -1.84 1.36 0.67
H 1.39 2.18 1.69
N 0.41 2.08 1.44
N -0.01 2.30 0.32
H 0.75 2.56 -0.30
*
```

Calculated values
E_HOMO ... -9.6415 eV
Orbital gap ... 0.3687 Ha
SMILES ... CC/N=[N+](\[O-])O.[H]/N=N\[H]


Model ii:
This record from OMol25 describes an isolated molecule of C2H8N4O2. The level of theory is ωB97M-V/def2-TZVPD.

```
! wB97M-V def2-TZVPD RIJCOSX def2/J DEFGRID3
* xyz 0 1
C -2.20 2.17 0.10
O -0.91 1.45 -0.21
N -0.81 0.55 0.85
C 0.24 -0.25 0.33
N 1.28 -0.44 1.04
O 2.23 -1.33 0.59
N 0.23 -0.40 -1.03
N 0.36 -1.80 -1.33
H -2.15 2.49 1.21
H -3.13 1.57 0.04
H -1.98 3.05 -0.47
H -0.19 0.99 1.62
H 1.97 -1.68 -0.32
H -0.60 0.02 -1.59
H -0.29 -2.34 -0.47
H 0.11 -1.99 -2.46
*
```

Calculated values
E_HOMO ... -8.3066 eV
Orbital gap ... 0.3205 Ha
SMILES ... CON/C(=N/O)NN


Model iii:
This record from OMol25 describes a cluster of 2 separate species, C2H8N4O2 in total. The level of theory is ωB97M-V/def2-TZVPD.

```
! wB97M-V def2-TZVPD RIJCOSX def2/J DEFGRID3
* xyz 0 1
N -0.76 0.52 0.51
C -1.87 0.31 -0.09
N -2.70 1.25 -0.63
N -2.35 -0.99 -0.17
H -0.58 1.52 0.60
H -2.35 2.18 -0.74
H -3.47 0.98 -1.21
H -2.91 -1.25 -0.96
H -1.68 -1.68 0.11
N 1.91 -0.82 0.46
C 2.87 0.17 0.44
O 2.66 1.34 0.59
O 4.14 -0.30 0.33
H 2.00 -1.55 -0.23
H 0.96 -0.44 0.50
H 4.12 -1.26 0.47
*
```

Calculated values
E_HOMO ... -9.3640 eV
Orbital gap ... 0.3642 Ha
SMILES ... N=C(N)N.NC(=O)O


Stability summary - winner: model iii; margin: 0.2678 hartree.


Model i:
This record from OMol25 describes a structure of composition CHClINO. The level of theory is ωB97M-V/def2-TZVPD.

```
! wB97M-V def2-TZVPD RIJCOSX def2/J DEFGRID3
* xyz 0 1
C 0.24 -0.48 -0.27
N 0.71 0.18 -1.16
O 0.69 1.16 -1.84
Cl 1.01 -1.83 0.51
I -1.99 0.20 1.07
H -0.67 0.76 1.69
*
```

Calculated values
E_HOMO (alpha / beta) ... -9.0016 / -9.0104 eV
Orbital gap (alpha / beta) ... 0.2989 / 0.2990 Ha


Model ii:
This record from OMol25 describes a cluster of 2 separate species, CHClINO in total. The level of theory is ωB97M-V/def2-TZVPD.

```
! wB97M-V def2-TZVPD RIJCOSX def2/J DEFGRID3
* xyz 0 1
O 1.49 1.71 -1.56
C 0.81 2.07 -0.70
N 0.29 2.77 0.13
Cl -1.06 2.47 1.10
I -0.27 -2.02 0.08
H 1.01 -3.01 -0.17
*
```

Calculated values
E_HOMO ... -10.2530 eV
Orbital gap ... 0.3750 Ha
SMILES ... O=C=NCl.I


Stability summary - winner: model ii; margin: 0.1037 hartree.


Model i:
This record from OMol25 describes an isolated molecule of C3H6N4. The level of theory is ωB97M-V/def2-TZVPD.

```
! wB97M-V def2-TZVPD RIJCOSX def2/J DEFGRID3
* xyz 0 1
H -2.65 0.57 -0.96
N -3.02 -0.25 -0.37
N -2.12 -0.61 0.33
N -0.93 0.33 0.20
C 0.34 0.30 0.29
C 1.13 1.58 0.37
N 1.09 -0.86 0.36
C 0.80 -1.91 -0.29
H 1.67 1.73 -0.57
H 1.87 1.50 1.16
H 0.48 2.43 0.54
H 1.40 -2.80 -0.11
H -0.06 -2.00 -0.95
*
```

Calculated values
E_HOMO ... -9.1378 eV
Orbital gap ... 0.3416 Ha
SMILES ... [H]/N=N\N=C(\C)N=C


Model ii:
This record from OMol25 describes an isolated molecule of C3H6N4. The level of theory is ωB97M-V/def2-TZVPD.

```
! wB97M-V def2-TZVPD RIJCOSX def2/J DEFGRID3
* xyz 0 1
N 1.05 2.15 0.52
N 1.30 0.86 0.64
C 0.28 0.04 0.19
C 0.33 -1.43 0.19
C -0.79 -1.81 -0.31
N -1.42 -0.69 -0.81
N -0.84 0.38 -0.48
H 0.26 2.39 1.30
H 0.54 2.58 -0.51
H 1.71 0.72 1.49
H 1.03 -2.14 0.50
H -1.02 -2.88 -0.70
H -2.18 -0.40 -1.64
*
```

Calculated values
E_HOMO ... -7.6664 eV
Orbital gap ... 0.3188 Ha
SMILES ... NNc1cc[nH]n1


Model iii:
This record from OMol25 describes an isolated molecule of C3H6N4. The level of theory is ωB97M-V/def2-TZVPD.

```
! wB97M-V def2-TZVPD RIJCOSX def2/J DEFGRID3
* xyz 0 1
C -0.01 1.69 -1.84
N 0.37 1.47 -0.40
N 0.13 0.22 0.10
C -0.82 -0.02 1.06
N -0.75 -1.31 1.41
N 0.24 -1.91 0.65
C 0.66 -1.01 -0.20
H 0.52 2.64 -2.23
H 0.17 0.74 -2.50
H -1.16 1.97 -1.87
H 1.38 1.70 -0.22
H -1.35 0.84 1.40
H 1.45 -1.18 -0.88
*
```

Calculated values
E_HOMO ... -9.6375 eV
Orbital gap ... 0.3789 Ha
SMILES ... CNn1cnnc1


Model iv:
This record from OMol25 describes a structure of composition C3H6N4. The level of theory is ωB97M-V/def2-TZVPD.

```
! wB97M-V def2-TZVPD RIJCOSX def2/J DEFGRID3
* xyz 0 1
N -0.43 -0.83 -0.37
C 0.29 0.24 -0.19
C -0.77 -1.36 -1.63
C 0.26 0.25 1.77
N 1.06 1.05 -0.71
N -0.46 -0.96 -2.79
N -0.63 1.01 2.26
H -0.26 -0.72 1.06
H 1.23 1.98 -0.35
H 0.14 -0.13 -2.77
H -0.31 1.52 3.09
H -1.41 -2.23 -1.53
H 1.29 0.16 2.16
*
```

Calculated values
E_HOMO ... -9.2502 eV
Orbital gap ... 0.3035 Ha


Stability summary - winner: model iii; margin: 0.0489 hartree.


Model i:
This record from OMol25 describes a structure of composition C3H6N4. The level of theory is ωB97M-V/def2-TZVPD.

```
! wB97M-V def2-TZVPD RIJCOSX def2/J DEFGRID3
* xyz 0 1
C -2.27 -0.18 -0.02
C 0.17 -0.62 -0.10
C 1.27 0.21 -0.10
H -2.65 0.71 1.04
H -2.51 -1.13 -0.04
H -2.62 0.22 -0.94
H -0.07 -1.69 0.10
H 3.46 0.52 -0.03
H 2.95 -0.93 0.38
N -0.89 0.19 -0.11
N 2.68 -0.19 -0.08
N 0.91 1.39 -0.03
N -0.45 1.49 -0.08
*
```

Calculated values
E_HOMO ... -8.4460 eV
Orbital gap ... 0.3369 Ha


Model ii:
This record from OMol25 describes an isolated molecule of C3H6N4. The level of theory is ωB97M-V/def2-TZVPD.

```
! wB97M-V def2-TZVPD RIJCOSX def2/J DEFGRID3
* xyz 0 1
C 1.26 -1.39 0.22
N -0.33 2.24 0.85
C -0.69 0.46 -0.45
C 0.89 0.03 0.46
N -1.56 -0.41 -0.99
N -0.91 1.67 -0.13
N 1.18 0.95 1.21
H -0.12 3.22 0.64
H -1.24 -1.31 -1.31
H -2.55 -0.21 -0.98
H 1.40 -1.55 -0.85
H 0.47 -2.05 0.57
H 2.18 -1.63 0.75
*
```

Calculated values
E_HOMO ... -8.1041 eV
Orbital gap ... 0.3178 Ha


Model iii:
This record from OMol25 describes an isolated molecule of C3H6N4. The level of theory is ωB97M-V/def2-TZVPD.

```
! wB97M-V def2-TZVPD RIJCOSX def2/J DEFGRID3
* xyz 0 1
H 1.84 -2.42 0.51
N 0.84 -2.57 0.34
C 0.19 -1.49 0.07
C 0.95 -0.09 -0.29
C -0.02 0.99 -0.22
N -1.14 0.60 0.35
N -2.19 1.42 0.11
N 2.22 0.06 -0.15
H 2.80 -0.62 -0.65
H -0.84 -1.66 -0.25
H 0.21 1.99 -0.60
H -1.97 2.40 -0.06
H -2.88 1.40 0.86
*
```

Calculated values
E_HOMO (alpha / beta) ... -9.0205 / -9.0212 eV
Orbital gap (alpha / beta) ... 0.3126 / 0.3127 Ha
SMILES ... [H]\N=C/C(/C=N/N)=N\[H]


Stability summary - winner: model iii; margin: 0.0065 hartree.


Model i:
This record from OMol25 describes the ion C4H13N2 with charge +1. The level of theory is ωB97M-V/def2-TZVPD.

```
! wB97M-V def2-TZVPD RIJCOSX def2/J DEFGRID3
* xyz 1 1
C 2.29 -0.37 0.38
C 1.02 0.06 -0.55
C -0.18 -0.55 0.13
N -0.54 0.36 1.55
C -1.51 -0.44 -0.75
N -1.58 0.96 -1.22
H 2.37 -1.38 0.88
H 2.30 0.33 1.22
H 3.22 -0.40 -0.14
H 1.06 1.17 -0.64
H 1.32 -0.22 -1.48
H -0.26 -1.45 0.66
H 0.04 0.21 2.38
H -0.57 1.33 1.13
H -1.48 0.08 1.70
H -1.21 -1.33 -1.63
H -2.36 -0.78 -0.13
H -1.35 1.13 -2.18
H -2.60 1.28 -1.30
*
```

Calculated values
E_HOMO ... -14.1208 eV
Orbital gap ... 0.3988 Ha
SMILES ... CC[C@@H]([NH3+])CN


Model ii:
This record from OMol25 describes the ion C4H13N2 with charge +1. The level of theory is ωB97M-V/def2-TZVPD.

```
! wB97M-V def2-TZVPD RIJCOSX def2/J DEFGRID3
* xyz 1 1
C -1.53 -1.71 1.13
C -0.24 -1.31 0.46
N 0.39 -0.04 0.88
C 1.47 0.54 -0.10
C 0.72 0.99 -1.47
N -0.62 1.50 -0.96
H -2.19 -0.83 1.06
H -1.86 -2.48 0.39
H -1.40 -2.09 2.16
H 0.52 -2.07 0.69
H -0.55 -1.14 -0.58
H -0.22 0.73 1.05
H 0.86 -0.23 1.76
H 1.86 1.46 0.44
H 2.28 -0.27 -0.03
H 0.55 0.10 -2.05
H 1.29 1.84 -1.95
H -1.44 1.13 -1.51
H -0.60 2.54 -0.96
*
```

Calculated values
E_HOMO ... -14.2040 eV
Orbital gap ... 0.4124 Ha
SMILES ... CC[NH2+]CCN


Model iii:
This record from OMol25 describes the ion C4H13N2 with charge +1. The level of theory is ωB97M-V/def2-TZVPD.

```
! wB97M-V def2-TZVPD RIJCOSX def2/J DEFGRID3
* xyz 1 1
C -1.47 -0.70 -1.48
N -1.13 0.11 -0.28
C 0.50 0.34 -0.20
C 0.62 1.89 -0.31
C 1.13 -0.16 1.11
N 0.40 -1.44 1.29
H -0.75 -0.55 -2.29
H -2.47 -0.42 -1.82
H -1.51 -1.79 -1.39
H -1.43 1.06 -0.44
H -1.38 -0.25 0.65
H 1.03 -0.10 -1.05
H -0.22 2.51 -0.05
H 1.00 2.13 -1.33
H 1.48 2.23 0.27
H 2.26 -0.20 1.00
H 1.21 0.48 1.95
H 0.79 -2.11 1.99
H 0.59 -1.95 0.44
*
```

Calculated values
E_HOMO ... -14.2104 eV
Orbital gap ... 0.4174 Ha
SMILES ... C[NH2+][C@@H](C)CN


Stability summary - winner: model ii; margin: 0.0158 hartree.


Model i:
This record from OMol25 describes the ion C5H8N with charge +1. The level of theory is ωB97M-V/def2-TZVPD.

```
! wB97M-V def2-TZVPD RIJCOSX def2/J DEFGRID3
* xyz 1 1
C 2.73 -0.15 -0.14
C 1.37 -0.23 -0.30
C 0.26 0.32 0.67
N -0.57 1.34 0.12
C -1.12 0.17 0.16
C -2.23 -0.71 -0.18
H 3.47 -0.55 -0.80
H 2.98 0.30 0.81
H 0.73 -0.61 -1.14
H 0.69 0.42 1.69
H -0.71 2.37 -0.18
H -1.89 -1.74 0.03
H -2.70 -0.54 -1.22
H -2.99 -0.39 0.48
*
```

Calculated values
E_HOMO ... -14.2668 eV
Orbital gap ... 0.3409 Ha
SMILES ... C=C[C@H]1[NH+]=C1C


Model ii:
This record from OMol25 describes a cluster of 2 separate species, C5H8N in total. The level of theory is ωB97M-V/def2-TZVPD.

```
! wB97M-V def2-TZVPD RIJCOSX def2/J DEFGRID3
* xyz 1 1
C 0.83 1.37 0.18
C 1.68 0.51 0.10
C -2.74 -0.68 0.38
C -2.88 0.59 -0.43
C 2.76 -0.42 -0.23
N -1.70 0.30 -0.07
H 0.26 2.20 -0.04
H -3.00 -0.70 1.36
H -2.65 -1.74 0.06
H -3.44 1.33 -0.90
H 2.96 -1.00 0.55
H 3.56 0.22 -0.56
H 2.55 -0.95 -1.05
H -0.64 0.72 -0.03
*
```

Calculated values
E_HOMO ... -14.6195 eV
Orbital gap ... 0.3589 Ha


Model iii:
This record from OMol25 describes the ion C5H8N with charge +1. The level of theory is ωB97M-V/def2-TZVPD.

```
! wB97M-V def2-TZVPD RIJCOSX def2/J DEFGRID3
* xyz 1 1
C 2.59 0.40 -0.11
C 1.70 -0.43 0.80
C 0.37 -0.25 0.66
C -0.92 -0.02 0.25
C -2.41 0.63 0.29
N -1.94 -0.54 -0.58
H 3.07 -0.28 -0.77
H 3.41 1.21 0.17
H 1.84 1.01 -0.69
H 2.03 -1.28 1.39
H -3.17 0.33 1.03
H -2.59 1.39 -0.45
H -1.74 -0.67 -1.69
H -2.24 -1.49 -0.28
*
```

Calculated values
E_HOMO ... -14.1462 eV
Orbital gap ... 0.3818 Ha
SMILES ... CC=C=C1C[NH2+]1


Stability summary - winner: model i; margin: 0.0424 hartree.